No. 1
103
Properties=species:S:1:pos:R:3:lowdin_charge:R:1 method="wB97M-V/def2-TZVPD" orbital_gap_ev=7.94 e_tot_ha=-3795.489729
Au 1.72 -0.56 -0.76 0.301
O 2.63 -0.75 1.85 -0.630
S 2.99 -1.44 3.12 0.983
C 3.64 -0.20 4.24 -0.324
C 2.90 1.14 4.18 -0.216
C 3.62 2.27 3.46 -0.222
C 3.62 2.18 1.93 -0.319
S 2.49 3.34 1.12 0.968
O 2.22 2.77 -0.23 -0.562
C 1.04 2.97 2.10 -0.392
C 0.66 3.82 3.13 -0.098
C -0.40 3.45 3.95 -0.068
C -1.07 2.25 3.73 -0.069
C -0.71 1.43 2.67 -0.104
C 0.35 1.79 1.84 -0.063
C 1.41 -1.77 3.91 -0.365
C 1.28 -2.08 5.26 -0.085
C 0.03 -2.40 5.76 -0.081
C -1.08 -2.43 4.92 -0.073
C -0.93 -2.15 3.57 -0.061
C 0.32 -1.81 3.06 -0.075
H 4.70 -0.12 3.98 0.092
H 3.58 -0.64 5.23 0.075
H 2.72 1.46 5.21 0.119
H 1.91 0.99 3.73 0.093
H 4.66 2.33 3.82 0.112
H 3.15 3.21 3.77 0.093
H 3.32 1.21 1.54 0.039
H 4.60 2.43 1.52 0.089
H 1.19 4.75 3.29 0.108
H -0.70 4.10 4.76 0.104
H -1.88 1.97 4.38 0.110
H -1.23 0.50 2.47 0.076
H 0.65 1.15 1.02 0.076
H 2.13 -2.08 5.93 0.102
H -0.08 -2.64 6.81 0.103
H -2.05 -2.69 5.32 0.104
H -1.78 -2.18 2.90 0.102
H 0.44 -1.60 2.00 0.061
C 2.59 2.92 -4.44 -0.069
C 3.89 2.48 -3.79 -0.218
N 3.67 1.52 -2.72 0.022
C 4.16 0.30 -2.55 -0.777
S 4.10 -0.45 -1.00 0.586
N 4.77 -0.35 -3.56 0.005
C 4.32 -0.40 -4.96 -0.232
C 5.46 -0.23 -5.94 -0.083
H 2.77 3.71 -5.17 0.078
H 1.90 3.30 -3.68 0.079
H 2.10 2.08 -4.94 0.068
H 4.39 3.35 -3.34 0.125
H 4.59 2.06 -4.51 0.093
H 3.13 1.86 -1.92 0.076
H 5.17 -1.22 -3.23 0.110
H 3.56 0.37 -5.10 0.092
H 3.82 -1.36 -5.11 0.125
H 5.97 0.72 -5.80 0.069
H 5.10 -0.29 -6.96 0.077
H 6.21 -1.02 -5.80 0.075
C -3.48 0.44 -4.09 -0.030
C -2.26 0.03 -3.28 -0.651
C -1.53 1.26 -2.76 -0.031
C -1.34 -0.83 -4.13 -0.043
O -2.77 -0.75 -2.19 -0.160
Si -2.14 -1.14 -0.72 -0.130
S -0.19 -1.86 -0.87 0.319
O -2.31 0.12 0.33 -0.154
C -3.51 0.75 0.80 -0.622
C -4.69 0.57 -0.15 -0.026
C -3.20 2.23 0.94 -0.013
C -3.85 0.14 2.15 -0.020
O -3.13 -2.30 -0.13 -0.158
C -3.32 -3.68 -0.46 -0.654
C -4.78 -3.99 -0.13 -0.033
C -3.05 -3.94 -1.94 -0.041
C -2.39 -4.52 0.41 -0.037
H -3.18 1.01 -4.98 0.086
H -4.15 1.06 -3.49 0.076
H -4.04 -0.44 -4.41 0.087
H -1.20 1.88 -3.60 0.086
H -0.65 0.96 -2.18 0.052
H -2.18 1.85 -2.12 0.075
H -0.94 -0.24 -4.97 0.082
H -1.89 -1.69 -4.54 0.087
H -0.51 -1.21 -3.54 0.034
H -4.46 0.96 -1.13 0.070
H -5.55 1.11 0.25 0.093
H -4.95 -0.49 -0.26 0.082
H -3.07 2.69 -0.05 0.083
H -2.28 2.38 1.50 0.053
H -4.01 2.75 1.45 0.093
H -4.05 -0.93 2.03 0.083
H -4.74 0.62 2.58 0.091
H -3.02 0.26 2.86 0.058
H -5.44 -3.43 -0.79 0.087
H -5.00 -3.71 0.90 0.083
H -4.98 -5.06 -0.26 0.085
H -3.63 -3.25 -2.55 0.084
H -3.33 -4.96 -2.19 0.089
H -1.99 -3.79 -2.17 0.065
H -2.66 -4.41 1.47 0.081
H -1.36 -4.20 0.28 0.049
H -2.47 -5.58 0.14 0.087


No. 2
107
Properties=species:S:1:pos:R:3:lowdin_charge:R:1 method="wB97M-V/def2-TZVPD" multiplicity=2 orbital_gap_ev="6.48 / 7.25" e_tot_ha=-3711.817401 total_charge=+2
Ti 0.74 0.18 -0.45 1.085
C 0.67 -0.69 3.86 -0.028
C 0.80 -1.01 2.52 -0.151
N 0.51 0.03 1.76 -0.047
N 0.22 1.08 2.59 0.042
C 0.30 0.64 3.86 -0.037
B -0.07 2.47 1.98 -0.669
N 1.19 2.97 1.22 0.070
C 2.13 3.88 1.38 -0.046
C 3.13 3.68 0.46 -0.016
C 2.68 2.60 -0.29 -0.135
N 1.55 2.10 0.20 -0.024
N -1.13 2.18 0.91 0.062
C -2.30 2.76 0.75 -0.048
C -3.00 2.27 -0.34 -0.005
C -2.10 1.35 -0.88 -0.143
N -0.98 1.27 -0.15 -0.034
N -0.58 3.46 3.02 0.004
C -0.67 4.86 2.96 -0.050
C -1.66 5.25 3.86 -0.028
C -2.17 4.03 4.38 -0.138
N -1.57 3.01 3.86 0.049
H 0.82 -1.19 4.79 0.111
H 1.05 -2.00 2.12 0.125
H 0.14 1.32 4.66 0.121
H 2.12 4.63 2.17 0.146
H 3.99 4.27 0.26 0.111
H 3.19 2.03 -1.09 0.120
H -2.66 3.54 1.40 0.143
H -4.00 2.56 -0.75 0.139
H -2.23 0.73 -1.71 0.077
H -0.07 5.42 2.24 0.114
H -2.02 6.24 3.91 0.085
H -3.00 3.74 5.03 0.123
C -2.47 -1.93 -3.03 -0.162
Si -3.69 -1.51 -1.66 0.507
C -4.84 -0.13 -2.38 -0.150
C -4.89 -2.94 -1.59 -0.160
C -2.88 -1.45 0.05 -0.174
C -1.61 -2.23 0.14 -0.297
C -1.71 -3.57 0.55 -0.014
C -0.77 -4.50 0.18 -0.014
C 0.35 -4.09 -0.58 -0.042
C 0.44 -2.77 -0.87 -0.160
N -0.44 -1.82 -0.46 0.023
Si -3.94 -0.95 1.57 0.449
C -2.84 -0.11 2.78 -0.158
C -5.43 0.12 1.16 -0.151
C -4.41 -2.48 2.49 -0.169
H -2.79 -1.73 -4.05 0.041
H -1.98 -2.91 -2.93 0.042
H -1.59 -1.22 -2.92 0.013
H -5.38 0.50 -1.65 0.021
H -5.58 -0.48 -3.07 0.039
H -4.30 0.60 -2.94 0.010
H -5.51 -2.90 -2.46 0.031
H -5.60 -2.86 -0.85 -0.001
H -4.36 -3.93 -1.55 0.065
H -2.63 -3.89 1.12 0.131
H -0.90 -5.57 0.36 0.131
H 1.04 -4.82 -1.02 0.125
H 1.28 -2.43 -1.47 0.092
H -2.34 0.84 2.49 0.010
H -2.07 -0.80 3.24 0.059
H -3.55 0.18 3.57 0.053
H -6.30 -0.41 0.80 0.043
H -5.16 0.85 0.38 -0.008
H -5.68 0.63 2.11 0.053
H -3.49 -2.92 2.83 0.027
H -5.06 -3.18 1.95 0.055
H -4.95 -2.14 3.34 0.034
C 5.18 0.32 1.78 -0.037
C 4.81 -1.14 1.55 -0.171
N 4.73 -1.41 0.10 -0.048
C 6.04 -1.97 -0.42 -0.162
C 6.01 -3.47 -0.42 -0.050
C 3.71 -1.05 -0.62 -0.350
C 3.76 -1.39 -2.06 0.018
N 2.60 -0.50 -0.06 0.020
H 5.30 0.56 2.89 0.120
H 4.35 0.94 1.48 0.049
H 6.09 0.55 1.30 0.063
H 3.87 -1.43 2.07 0.126
H 5.59 -1.87 1.90 0.134
H 6.86 -1.48 0.18 0.151
H 6.10 -1.58 -1.41 0.093
H 5.98 -3.94 0.61 0.111
H 6.84 -3.92 -0.87 0.065
H 5.15 -3.79 -1.03 0.082
H 4.61 -0.87 -2.53 0.117
H 2.84 -1.12 -2.51 0.044
H 3.93 -2.44 -2.19 0.095
H 2.80 -0.29 0.90 0.029
C 2.79 1.32 -4.15 -0.155
Si 0.98 1.25 -3.70 0.494
C 0.19 2.91 -3.23 -0.119
C 0.10 0.35 -5.05 -0.146
O 0.81 0.30 -2.19 -0.403
H 2.83 1.93 -5.02 0.034
H 3.06 0.36 -4.56 0.036
H 3.60 1.67 -3.49 0.042
H -0.24 3.38 -4.11 0.045
H 0.86 3.61 -2.82 0.015
H -0.62 2.89 -2.53 0.008
H -0.99 0.26 -4.82 0.042
H 0.43 -0.66 -5.22 0.043
H 0.10 1.03 -5.88 0.046


No. 3
122
Properties=species:S:1:pos:R:3:lowdin_charge:R:1 method="wB97M-V/def2-TZVPD" orbital_gap_ev=7.96 e_tot_ha=-13687.475805
O 3.37 0.37 0.66 0.058
C 2.93 1.45 0.92 -0.364
O 2.77 2.44 0.04 -0.031
C 2.25 2.02 -1.23 -0.168
C 0.76 1.66 -1.19 -0.171
C -0.03 2.50 -0.18 -0.179
C -1.54 2.21 -0.09 -0.131
C -1.99 0.84 -0.52 -0.183
C -3.49 0.65 -0.71 -0.437
O -4.38 1.43 -0.64 0.163
O -3.67 -0.68 -0.95 0.044
C -2.54 -1.42 -0.41 -0.241
C -1.77 -2.26 -1.42 -0.152
C -1.86 -1.81 -2.89 -0.166
C -0.88 -2.61 -3.77 -0.169
C 0.57 -2.48 -3.32 -0.138
N 1.45 -1.89 -4.34 -0.104
C 2.81 -1.90 -4.17 -0.099
C 3.41 -1.28 -5.26 -0.225
C 2.35 -0.88 -6.11 -0.215
C 1.15 -1.27 -5.53 -0.129
C -1.81 -0.35 0.43 -0.181
C -0.44 -0.66 1.02 -0.120
C -0.52 -0.81 2.54 -0.220
C -1.12 -2.13 3.00 -0.248
O -0.60 -3.28 2.31 -0.111
H 2.63 1.71 1.94 0.149
H 2.43 2.79 -1.98 0.114
H 2.81 1.15 -1.58 0.118
H 0.37 1.88 -2.18 0.115
H 0.66 0.58 -1.06 0.095
H 0.46 2.47 0.79 0.090
H 0.08 3.53 -0.53 0.085
H -2.10 2.99 -0.60 0.069
H -1.82 2.30 0.97 0.098
H -1.65 0.59 -1.53 0.138
H -2.98 -2.12 0.31 0.123
H -0.75 -2.36 -1.06 0.098
H -2.19 -3.26 -1.41 0.026
H -1.66 -0.75 -3.08 0.111
H -2.87 -2.02 -3.22 0.118
H -1.23 -3.65 -3.78 0.093
H -1.00 -2.25 -4.79 0.089
H 0.67 -1.89 -2.41 0.111
H 0.97 -3.46 -3.08 0.093
H 3.28 -2.35 -3.31 0.119
H 4.46 -1.14 -5.41 0.015
H 2.45 -0.35 -7.05 0.082
H 0.15 -1.15 -5.90 0.102
H -2.52 -0.19 1.25 0.157
H 0.29 0.13 0.85 0.086
H -0.02 -1.60 0.65 0.105
H 0.46 -0.67 3.01 0.064
H -1.17 -0.03 2.96 0.024
H -0.90 -2.28 4.06 0.118
H -2.21 -2.12 2.93 0.079
H -1.27 -3.55 1.66 0.004
C -5.56 -3.90 1.80 -1.039
Cl -3.98 -4.24 2.54 0.522
Cl -6.12 -2.27 2.19 0.521
H -5.47 -3.98 0.72 -0.106
H -6.27 -4.62 2.18 0.027
C 2.73 3.29 -5.77 -1.000
Cl 2.00 1.78 -5.20 0.620
Cl 3.24 3.16 -7.46 0.505
H 2.01 4.09 -5.69 0.022
H 3.60 3.50 -5.16 0.024
C -1.27 -6.28 -0.34 -0.942
Cl -0.51 -6.12 -1.94 0.547
Cl -2.58 -5.12 -0.04 0.580
H -1.69 -7.27 -0.28 0.026
H -0.51 -6.14 0.43 0.033
C -1.35 2.27 5.50 -0.983
Cl -2.30 0.85 5.96 0.535
Cl -0.93 2.23 3.78 0.588
H -1.93 3.16 5.70 0.031
H -0.43 2.27 6.08 0.020
C 2.47 -3.45 3.53 -1.005
Cl 2.86 -3.29 5.25 0.495
Cl 2.77 -1.96 2.64 0.583
H 3.09 -4.23 3.11 0.025
H 1.42 -3.70 3.43 -0.002
C -7.63 -4.66 -1.72 -0.980
Cl -5.96 -4.17 -1.44 0.568
Cl -8.69 -4.18 -0.39 0.528
H -7.98 -4.18 -2.63 0.028
H -7.66 -5.73 -1.82 0.027
C -2.73 6.10 -1.90 -0.996
Cl -2.49 4.88 -3.15 0.520
Cl -1.72 5.79 -0.49 0.557
H -2.46 7.07 -2.31 -0.012
H -3.77 6.09 -1.59 0.030
C 6.81 -3.51 -6.15 -0.989
Cl 5.25 -2.83 -6.65 0.614
Cl 7.09 -3.27 -4.41 0.499
H 6.81 -4.57 -6.35 0.022
H 7.60 -3.02 -6.69 0.023
C 0.99 8.31 -1.14 -1.031
Cl 2.03 9.56 -0.43 0.509
Cl -0.21 9.00 -2.23 0.518
H 1.62 7.62 -1.70 0.028
H 0.48 7.79 -0.34 -0.008
C -2.35 0.87 9.56 -1.044
Cl -0.73 1.55 9.36 0.490
Cl -3.14 1.46 11.02 0.510
H -2.95 1.16 8.70 -0.020
H -2.27 -0.20 9.62 0.027
C 3.98 11.57 2.47 -1.046
Cl 5.59 11.44 3.18 0.502
Cl 3.28 13.17 2.70 0.501
H 4.06 11.38 1.41 0.005
H 3.33 10.83 2.94 0.022
C 2.96 1.25 11.15 -1.032
Cl 2.83 2.11 12.69 0.503
Cl 2.79 2.33 9.76 0.484
H 3.93 0.77 11.10 0.023
H 2.17 0.51 11.10 0.016
C 2.14 -7.17 -4.37 -1.033
Cl 3.54 -6.52 -3.52 0.504
Cl 1.17 -5.89 -5.12 0.510
H 2.48 -7.83 -5.15 0.023
H 1.51 -7.70 -3.66 0.000


No. 4
97
Properties=species:S:1:pos:R:3:lowdin_charge:R:1 method="wB97M-V/def2-TZVPD" orbital_gap_ev=6.80 e_tot_ha=-2491.216422 total_charge=+1
O 0.82 -2.36 -0.81 -0.351
O -2.21 -2.32 -4.96 -0.150
C 2.21 -2.70 -1.32 -0.172
C 2.86 -3.43 -0.18 -0.058
H 2.74 -1.79 -1.58 0.094
H 2.08 -3.32 -2.25 0.125
H 2.92 -2.80 0.72 0.077
H 3.86 -3.73 -0.50 0.088
H 2.26 -4.31 0.03 0.086
C -0.17 -3.36 -0.88 -0.302
C -0.16 -4.33 -2.08 -0.050
H -1.12 -2.84 -0.81 0.106
H -0.07 -3.90 0.07 0.085
H -0.47 -3.84 -3.02 0.078
H -0.88 -5.16 -1.90 0.097
H 0.83 -4.78 -2.19 0.065
C -3.01 -1.90 -3.91 -0.319
C -1.39 -1.35 -5.55 -0.305
C -3.83 -3.04 -3.34 -0.056
H -3.67 -1.11 -4.28 0.123
H -2.42 -1.42 -3.11 0.100
H -4.25 -3.63 -4.16 0.084
H -4.66 -2.70 -2.73 0.077
H -3.21 -3.71 -2.73 0.064
C -0.79 -1.79 -6.87 -0.069
H -0.57 -1.06 -4.87 0.106
H -1.98 -0.44 -5.71 0.119
H -0.17 -2.70 -6.74 0.085
H -0.18 -1.01 -7.33 0.079
H -1.59 -2.06 -7.58 0.082
H 0.62 -0.63 -1.15 -0.057
N 1.70 1.13 2.20 0.011
C 1.53 2.38 2.61 -0.322
C 0.35 3.13 2.43 -0.041
C -0.95 2.63 2.26 -0.325
C 2.68 3.03 3.32 0.012
H 3.61 2.99 2.72 0.101
H 2.88 2.57 4.29 0.100
H 2.45 4.08 3.50 0.088
C -2.07 3.64 2.44 0.005
H -2.56 3.51 3.43 0.098
H -2.85 3.55 1.66 0.095
H -1.66 4.67 2.41 0.093
N -1.23 1.35 1.99 -0.009
C 2.89 0.39 2.49 -0.236
C 3.92 0.27 1.54 -0.222
C 3.89 1.03 0.25 -0.027
C 4.97 -0.62 1.79 -0.037
H 5.73 -0.73 1.03 0.113
C 5.03 -1.32 3.00 -0.062
H 5.87 -2.00 3.17 0.113
C 4.03 -1.16 3.94 -0.040
H 4.07 -1.72 4.89 0.125
C 2.96 -0.31 3.72 -0.217
C 1.87 -0.18 4.75 -0.043
C -2.55 0.90 2.35 -0.236
C -3.49 0.62 1.34 -0.223
C -3.19 0.94 -0.09 -0.041
C -4.76 0.18 1.70 -0.035
H -5.49 -0.02 0.91 0.115
C -5.08 -0.06 3.04 -0.062
H -6.08 -0.42 3.30 0.112
C -4.14 0.19 4.04 -0.031
H -4.38 0.01 5.10 0.120
C -2.85 0.63 3.72 -0.204
C -1.85 0.93 4.79 -0.025
In 0.20 -0.06 1.02 0.718
H 3.54 0.38 -0.57 0.071
H 4.91 1.34 -0.03 0.099
H 3.26 1.93 0.28 0.058
H 1.61 0.86 4.96 0.077
H 2.18 -0.66 5.69 0.094
H 0.97 -0.72 4.41 0.037
H -4.09 0.76 -0.69 0.094
H -2.41 0.27 -0.48 0.057
H -2.88 1.98 -0.25 0.071
H -0.88 0.49 4.54 0.057
H -2.19 0.48 5.73 0.090
H -1.71 2.02 4.97 0.091
H 0.45 4.19 2.62 0.108
C 0.61 0.27 -1.69 -0.178
Si 0.44 2.06 -2.12 0.445
H 1.66 0.14 -2.02 0.058
H -0.24 -0.05 -2.31 0.062
C 1.60 2.17 -3.63 -0.172
C 0.92 3.48 -1.02 -0.161
C -1.30 2.43 -2.78 -0.162
H -1.80 1.53 -3.15 0.027
H -1.23 3.14 -3.63 0.051
H -1.92 2.91 -2.01 0.021
H 2.62 1.81 -3.37 0.035
H 1.68 3.22 -3.97 0.042
H 1.23 1.57 -4.48 0.039
H 1.77 3.26 -0.38 0.013
H 0.08 3.81 -0.40 0.030
H 1.20 4.34 -1.66 0.055
Cl 0.01 -2.02 2.14 0.274